(1)
The following is a quantum chemistry calculation of a single C13H18N4OS molecule, from OMol25.

Last column: Mulliken charge in e.
Cartesian coordinates (Å):
C -3.304904 -0.946091 -3.698732  -0.746
C -1.494963 -1.484775 -2.203793  0.459
H 1.273705 2.448440 3.117988  0.261
H 1.278623 -1.574101 3.422843  0.212
H 0.623444 4.128357 1.421580  0.372
C -1.171411 -2.564210 -3.014001  -0.363
C 1.397719 1.963146 -0.941978  -1.226
H -1.646133 -3.680173 -4.774114  0.384
H 2.375567 3.944253 1.519875  0.398
H 0.667708 2.559288 -1.494782  0.385
H -0.333142 -3.192832 -2.751573  0.358
S 1.108247 0.645869 5.110493  -0.415
H 0.198586 -1.836414 -0.947056  0.530
H -2.837999 0.168663 -1.942287  0.265
H -2.428261 -0.844981 0.290329  0.322
H -0.857356 0.893490 -0.745558  0.331
N 1.263279 1.374224 1.333444  -0.016
N 1.165869 -0.749568 2.859657  -0.277
H -1.820853 -2.498333 0.344429  0.391
C -0.692144 -1.199403 -0.953570  -0.292
H 2.390042 2.168362 -1.351122  0.454
H 1.622542 4.400301 -0.012772  0.375
N -0.195567 0.164584 -0.955665  0.062
H -0.953389 -1.211231 1.194956  0.277
C 1.109622 0.470490 -1.093323  0.621
H -4.136907 -0.309872 -3.963533  0.366
H -3.552739 -2.237672 -5.387752  0.383
C 1.377666 2.338234 0.513299  0.866
C -2.977481 -2.027753 -4.498303  -0.393
C -1.526277 -1.453224 0.302889  -1.243
O 1.973205 -0.353406 -1.297227  -0.678
H 1.404552 -0.772408 1.878354  0.253
C -1.908756 -2.836530 -4.153089  -0.618
C 1.507276 3.790668 0.877938  -1.687
C -2.569222 -0.677869 -2.558510  -0.209
N 1.235787 1.538415 2.666094  -0.288
C 1.185381 0.445457 3.477962  0.124

Forces on atoms 1 to 6 (eV/Å):
-0.1 0.1 0.0
0.1 -0.1 -0.1
0.0 -0.3 0.0
0.0 0.1 0.1
0.0 0.1 0.0
0.0 0.1 0.1

Output
Kohn-Sham gap, Ha: 0.322
Maximum force, eV Å⁻¹: 0.68



(2)
The following is a quantum chemistry calculation of a single C13H18N4S molecule, from OMol25.

Last column: Mulliken charge in e.
Cartesian coordinates (Å):
C -1.521807 1.268203 -0.506876  -1.637
H -1.966274 0.333069 -0.291508  0.443
H -1.598553 -0.204273 1.986011  0.402
H -2.054070 2.069858 0.040107  0.333
N 0.110200 0.967082 1.388514  0.144
H 1.680744 2.615311 -0.194869  0.486
S -1.674976 -3.071565 2.421832  -0.348
H -1.546555 1.486603 -1.577304  0.400
H 0.106163 3.441598 0.038341  0.425
H -0.649735 -5.427168 1.824838  0.342
N 1.210654 -4.768569 -1.376843  -0.399
C -0.147024 -1.450980 0.863275  0.564
H -1.568725 -5.357707 0.235926  0.367
C 0.038630 2.020443 2.424003  -1.006
H 0.035183 -6.069265 0.313731  0.312
C -0.580974 -5.235294 0.707078  -1.095
N -0.058716 -3.877456 0.454070  0.026
H 1.895409 0.412809 -0.672469  0.485
C -0.521860 -2.797988 1.209644  -0.427
H 0.014513 1.578050 3.423243  0.373
H 0.918513 2.678617 2.385032  0.282
H 0.589397 0.285160 -1.841464  0.603
H 1.143446 -5.677796 -0.950559  0.112
C -0.029108 1.300935 -0.074400  1.396
C 0.629466 2.603992 -0.453093  -1.998
C 0.710121 -3.661806 -0.703482  0.675
H -0.841844 2.662223 2.291568  0.310
H -0.068135 -0.597262 2.778202  0.638
C -0.505683 -0.322935 1.837032  -1.419
H 1.944566 -4.585048 -2.058715  0.239
H 0.574083 2.731821 -1.526249  0.433
C 1.010292 -2.370069 -1.143410  0.245
C 0.570172 -1.195839 -0.328981  1.239
N 2.386736 -2.071164 -3.332050  -0.590
C 1.750485 -2.174044 -2.347772  -0.580
C 0.814014 0.223934 -0.782987  -1.777

Forces on atoms 1 to 6 (eV/Å):
1.3 1.6 0.0
-0.5 -1.0 0.1
0.3 -0.4 -0.1
0.1 -0.4 -0.3
0.5 -0.4 0.6
0.2 0.0 0.3

Output
Kohn-Sham gap, Ha: 0.290
Maximum force, eV Å⁻¹: 2.73



(3)
The following is a quantum chemistry calculation of a molecular structure, C13H19BClN6O9P2Rh, from OMol25.

Last column: Mulliken charge in e.
Cartesian coordinates (Å):
C 1.025085 1.685999 3.272260  -0.013
B 2.362892 2.234663 1.069919  0.064
H 0.646040 5.602268 -1.802477  0.402
O 0.153661 -1.368367 -1.080445  -0.704
N 1.639428 3.100318 0.020458  0.195
C -2.852350 1.164792 -1.261049  0.425
H -0.845989 -3.861886 1.676062  0.390
N 3.017943 1.043654 0.353497  -0.037
H -0.605891 0.863212 4.513574  0.432
O 0.763113 -2.345290 1.145041  -0.577
O -2.812230 -2.408029 -1.787193  -0.557
C 0.165510 3.454892 -1.529579  -0.371
C -0.147507 1.011336 3.552623  -1.375
H 1.501467 -2.891898 1.442682  0.289
N 2.246313 0.227004 -0.388129  0.545
H 2.469511 5.022874 0.172808  0.470
H 3.154410 2.868067 1.699682  -0.065
N 0.676896 2.528927 -0.724146  0.287
C 1.748365 4.391485 -0.317913  -0.018
H -4.539411 2.374335 -0.657950  0.399
H 5.072229 1.206947 0.751959  0.472
H -1.997189 -5.389365 -1.337873  0.425
C -0.614002 0.556053 2.321527  -0.570
P 0.441165 -2.726928 -0.404070  0.952
Rh 0.278177 0.563774 -0.535950  0.549
H 5.225999 -0.983945 -0.904438  0.413
H 1.717771 2.203348 3.914268  0.461
H -3.174005 -1.465604 -1.895030  0.500
N 1.244194 1.639188 1.954322  0.013
O -1.590514 1.134753 -1.091901  -0.564
H -0.216773 -5.410623 -1.292849  0.404
H -0.635369 3.211200 -2.206453  0.675
O -3.747092 -3.771824 0.136820  -0.542
H -1.065248 -4.278173 -2.358728  0.391
H 2.622215 -1.447378 -1.600805  0.652
O -2.548107 -1.587415 0.651858  -0.567
C 0.825187 4.663914 -1.309649  -1.242
O -1.045660 -4.489006 0.969546  -0.627
C -1.096053 -4.777624 -1.392925  -1.836
H -1.472859 -0.034422 2.043535  0.748
O -3.582873 0.289147 -1.715445  -0.779
C 4.356034 -0.427822 -0.605724  -1.318
C 4.297954 0.668894 0.231820  -0.014
H -2.947183 3.008421 -0.122105  0.259
O 1.540183 -3.508917 -0.999233  -0.724
N 0.235922 0.952991 1.377510  0.770
Cl -3.429741 3.573451 -2.352493  -0.214
C 3.033822 -0.673732 -0.973583  -0.283
C -1.094067 -3.762051 -0.257934  0.881
C -3.494179 2.507614 -0.915145  -0.464
H -4.308260 -3.404840 0.828385  0.352
P -2.598919 -2.738359 -0.278933  0.646

Forces on atoms 1 to 6 (eV/Å):
0.0 0.0 0.0
-0.1 0.0 0.1
0.0 0.0 0.0
-0.7 -0.1 0.5
0.1 -0.1 -0.1
-0.6 -0.4 -0.1

Output
Kohn-Sham gap, Ha: 0.296
Maximum force, eV Å⁻¹: 1.30